# 1
C8H18Cl2O3PPt as an isolated structure at a distorted geometry, computed with ωB97M-V with the def2-TZVPD basis set.

Structure (XYZ):
```
33
Properties=species:S:1:pos:R:3
C -0.4099 -4.7914 -3.7188
C -0.2625 -4.0183 -2.4497
H -1.4677 -4.9558 -3.9091
H 0.0914 -5.7593 -3.6445
H 0.0171 -4.2306 -4.5536
O -1.1378 -3.5956 -1.7305
Cl 1.4417 -3.7494 -2.0587
Pt -0.6052 -0.2689 0.4670
P -0.3448 1.5114 -0.9335
C -1.7565 2.6228 -0.7328
C 1.1515 2.4518 -0.5627
H 0.5151 0.0421 -2.6073
H -0.2154 1.5115 -3.3495
H -1.2524 0.1949 -2.6990
C -0.3183 0.7552 -2.5665
H 2.0117 1.7737 -0.5260
H 1.3112 3.2156 -1.3342
H -1.7232 3.4307 -1.4727
H -1.7243 3.0594 0.2740
H 1.0502 2.9454 0.4136
H -2.6924 2.0649 -0.8473
C -2.1615 0.0240 1.3429
O -3.1372 0.2900 1.9290
Cl 1.4335 -0.8635 -0.3924
C 1.8388 0.7291 4.5751
C 0.6239 0.3551 3.7696
O 0.5802 1.0105 2.4755
H 2.7531 0.4004 4.0772
H 1.7718 0.2268 5.5393
H 1.9017 1.8046 4.7470
H 0.6209 -0.7133 3.5388
H -0.3162 0.5692 4.3042
H 0.4116 1.9569 2.6354
```

As for the HOMO energy (spin up / spin down): -0.6795 / -0.7572 hartree. The HOMO-LUMO gap (spin up / spin down) is 0.2986 / 0.1502 Ha. Its charge is +3. The energy is -52274.0098 eV. The multiplicity is 5.

=====

# 2
A 2-piece molecular cluster, C2H3OP overall at a distorted geometry, computed with ωB97M-V with the def2-TZVPD basis set.

Structure (XYZ):
```
7
Properties=species:S:1:pos:R:3
C 1.0617 -0.2118 -0.5257
C 0.8515 -0.3675 0.7689
O -1.8105 0.8724 0.0226
P -0.4908 -1.0525 -0.2021
H 1.7217 0.1831 -1.2653
H 1.2400 -0.1205 1.7310
H -2.5736 0.6969 -0.5294
```

As for the HOMO energy: -0.3431 hartree. The HOMO-LUMO gap is 0.3466 Ha. The energy is -13455.3539 eV. The value obtained for the energy relative to the best compared isomer or geometry (same formula, charge and spin) is 232.04 kJ/mol. The multiplicity is 1.

=====

# 3
One molecule with the formula C17H28N4O2 at a distorted geometry, computed with ωB97M-V with the def2-TZVPD basis set.

Structure (XYZ):
```
51
Properties=species:S:1:pos:R:3
C 2.4736 -0.4662 -3.9028
C 2.2152 -1.7768 -3.1633
C 1.1579 -1.5362 -2.0881
C 0.8483 -2.7982 -1.2782
N 0.0283 -2.5012 -0.1177
C -1.3442 -2.1519 -0.4421
C -2.0496 -1.6960 0.8350
O -2.0318 -2.6985 1.8234
C -0.7082 -3.0776 2.1156
C 0.0244 -3.5680 0.8660
C 1.6465 -0.4197 -1.1697
N 1.7927 0.7996 -1.9418
C 1.9603 1.9645 -1.0956
C 0.7437 2.1362 -0.2593
N 0.6730 2.1537 1.0365
C -0.6671 2.2863 1.2750
C -1.2362 2.3313 2.6440
C -2.6172 2.9417 2.6620
C -2.7652 4.4268 2.7925
C -3.1459 3.5319 3.9331
N -1.3647 2.3461 0.1766
O -0.4557 2.2541 -0.8329
C 2.8472 0.6459 -2.9245
H 3.2761 -0.5918 -4.6316
H 1.5686 -0.1698 -4.4347
H 1.8814 -2.5445 -3.8640
H 3.1393 -2.1256 -2.6955
H 0.2486 -1.1838 -2.5826
H 0.3786 -3.5525 -1.9346
H 1.7895 -3.2161 -0.9091
H -1.3546 -1.3329 -1.1608
H -1.8873 -3.0126 -0.8732
H -3.0997 -1.4738 0.6399
H -1.5508 -0.7900 1.2127
H -0.7735 -3.8698 2.8635
H -0.1587 -2.2205 2.5343
H 1.0550 -3.8182 1.1265
H -0.4761 -4.4761 0.4837
H 0.9166 -0.2633 -0.3758
H 2.5990 -0.7164 -0.6953
H 2.8283 1.8969 -0.4172
H 2.0764 2.8436 -1.7372
H -1.2729 1.3062 3.0296
H -0.5488 2.8935 3.2793
H -3.3163 2.4304 2.0140
H -3.5489 4.9170 2.2367
H -1.8685 5.0199 2.8906
H -4.1926 3.4066 4.1631
H -2.5074 3.5188 4.8036
H 2.9590 1.5886 -3.4662
H 3.8142 0.4082 -2.4435
```

As for the HOMO energy: -0.3198 hartree. The HOMO-LUMO gap is 0.3549 Ha. The energy is -28136.9398 eV. The value obtained for the energy relative to the best compared isomer or geometry (same formula, charge and spin) is 205.08 kJ/mol. The multiplicity is 1. The SMILES is C1C[C@@H](CN2CCOCC2)CN(Cc2nc(CC3CC3)no2)C1.

=====

# 4
C26H24AlBN8S as an isolated structure, computed with ωB97M-V with the def2-TZVPD basis set.

Structure (XYZ):
```
61
Properties=species:S:1:pos:R:3
Al 0.1625 -0.1322 -0.1816
C -3.2749 2.1391 0.6413
C -2.3035 1.2218 1.0261
N -1.4259 1.0396 0.0413
N -1.8100 1.8328 -0.9886
C -2.9148 2.5010 -0.6441
B -0.8782 2.0718 -2.2155
N -0.6415 0.7227 -2.9090
C -0.8805 0.3035 -4.1559
C -0.3720 -0.9749 -4.2922
C 0.1702 -1.2719 -3.0448
N 0.0170 -0.2353 -2.2211
N 0.4697 2.5250 -1.6435
C 1.2187 3.6122 -1.8724
C 2.3456 3.5355 -1.0795
C 2.1992 2.3376 -0.3768
N 1.0663 1.7346 -0.7269
H -4.1146 2.4878 1.2148
H -2.1880 0.6850 1.9488
H -3.3636 3.1936 -1.3358
H -1.3632 2.8798 -2.9514
H -1.3976 0.9393 -4.8548
H -0.3986 -1.6040 -5.1636
H 0.6396 -2.1757 -2.6923
H 0.8944 4.3609 -2.5758
H 3.1533 4.2421 -1.0134
H 2.8504 1.8903 0.3550
S 3.4276 -0.0915 3.1044
C 2.3010 -0.1370 1.9722
N 1.4733 -0.1509 1.1371
C -4.0216 -3.7859 -1.5000
C -3.8754 -2.3853 -1.4284
C -2.6993 -1.8362 -0.9989
C -1.5919 -2.6366 -0.6089
C -0.3605 -2.0612 -0.1432
C 0.6416 -2.9464 0.1918
C 0.5121 -4.3495 0.0642
C -0.6551 -4.8888 -0.3799
C -1.7441 -4.0450 -0.7124
C -2.9754 -4.5909 -1.1534
H -4.9566 -4.2163 -1.8356
H -4.6986 -1.7428 -1.7160
H -2.6099 -0.7597 -0.9569
H 1.5859 -2.5709 0.5716
H 1.3428 -4.9881 0.3392
H -0.7772 -5.9623 -0.4724
H -3.0687 -5.6696 -1.2142
N -1.1994 -1.2413 2.9723
C -0.6863 -2.5264 3.2279
C -1.4306 -3.6537 2.8913
C -0.9054 -4.9191 3.0915
C 0.3680 -5.0807 3.6191
C 1.1108 -3.9546 3.9472
C 0.5904 -2.6840 3.7592
H -2.2096 -1.2384 2.9436
H -0.8612 -0.5405 3.6175
H -2.4157 -3.5339 2.4532
H -1.4943 -5.7861 2.8185
H 0.7780 -6.0708 3.7686
H 2.1093 -4.0600 4.3529
H 1.1863 -1.8123 4.0045
```

As for the HOMO energy: -0.2829 hartree. The HOMO-LUMO gap is 0.3010 Ha. The energy is -57387.5706 eV. The value obtained for the energy relative to the best compared isomer or geometry (same formula, charge and spin) is 0.00 kJ/mol. The multiplicity is 1.

=====

Question: Look up the energy of the first one.
Answer: -52274.0098 eV

=====

Question: Which value of multiplicity does entry 4 give?
Answer: 1

=====

Question: The highest multiplicity belongs to which entry?
Answer: C8H18Cl2O3PPt